# C3H5N3O

One molecule with the formula C3H5N3O at a distorted geometry (wB97M-V/def2-TZVPD, the Open Molecules 2025 dataset).

Last column: natural (NBO) charge in e.
Geometry (Å):
C 0.927 0.877 -0.744  0.24
C 0.016 -0.789 0.300  -0.02
H 1.593 1.321 -1.510  0.21
O -0.055 0.572 2.500  -0.54
H 1.106 2.273 0.769  0.42
N 0.613 1.416 0.455  -0.66
N 0.693 -0.348 -0.894  -0.46
H -1.630 -0.133 -0.305  0.37
H 0.557 -1.772 0.736  0.21
C 0.226 0.417 1.334  0.66
H -1.461 -2.003 -0.396  0.40
N -1.384 -1.073 0.084  -0.83

* charge: 0
* gap between HOMO and LUMO: 10.05 eV
* relative energy (zero: lowest compared OMol25 entry of this formula, charge and spin): 38.8 kcal/mol
* E_HOMO: -9.36 eV
* LUMO: 0.69 eV
* calculated total energy: -356.7955 hartree

***

# C23H19N3OS

One molecule with the formula C23H19N3OS at a distorted geometry (wB97M-V/def2-TZVPD, the Open Molecules 2025 dataset).

Last column: natural (NBO) charge in e.
Geometry (Å):
C 0.212 -2.023 -2.549  -0.44
H -2.266 -5.713 -1.100  0.22
C -0.721 -3.161 -2.795  -0.04
C -0.203 -0.278 1.367  -0.21
C -0.529 5.499 2.610  -0.21
H -3.034 -6.285 -3.431  0.21
C 1.546 3.719 2.043  -0.22
H -0.838 -3.743 -0.727  0.20
H 3.681 -1.065 3.720  0.12
C 0.473 5.267 3.568  -0.20
H 0.441 5.751 4.544  0.22
C -1.109 2.380 -0.476  -0.32
H -1.235 5.063 0.630  0.22
C -0.358 0.039 -1.117  0.06
H 2.264 4.195 4.060  0.22
C -0.456 4.851 1.367  -0.22
C -2.368 -5.425 -3.232  -0.21
C -1.947 -5.112 -1.949  -0.24
C -0.488 -0.664 -2.262  0.12
N -1.680 1.148 -2.592  -0.03
H 0.807 -2.241 -1.693  0.23
C 1.877 -0.796 2.493  -0.19
H 3.618 -0.833 1.157  0.22
H -1.320 6.184 2.841  0.22
H -1.244 -0.108 1.417  0.21
H -1.846 3.074 -0.829  0.23
N -1.133 1.171 -1.343  -0.19
C -1.160 -3.995 -1.756  -0.15
C 2.548 -0.692 1.229  -0.17
H 2.305 3.010 1.808  0.22
H -2.356 -4.819 -5.302  0.21
C -1.996 -4.602 -4.289  -0.21
O 2.020 -1.574 4.688  -0.51
C 1.511 4.366 3.292  -0.20
C 0.422 -0.230 0.088  -0.04
N -1.330 0.018 -3.126  -0.23
C 2.597 -1.121 3.729  0.41
H -0.025 -0.615 3.463  0.23
C -1.173 -3.495 -4.085  -0.19
C 0.576 3.912 1.100  -0.18
H 2.364 -0.417 -0.881  0.22
S 0.621 3.079 -0.472  0.23
C 1.816 -0.450 0.073  -0.19
C 0.515 -0.586 2.536  -0.10
H -0.869 -2.898 -4.963  0.22
H 0.865 -1.948 -3.402  0.23
H -1.393 2.162 0.548  0.23

* charge: 0
* gap between HOMO and LUMO: 8.49 eV
* relative energy (zero: lowest compared OMol25 entry of this formula, charge and spin): 6.5 kcal/mol
* E_HOMO: -8.91 eV
* LUMO: -0.42 eV
* calculated total energy: -1525.5042 hartree

***

# C5H10N2S

One molecule with the formula C5H10N2S at a distorted geometry (wB97M-V/def2-TZVPD, the Open Molecules 2025 dataset).

Last column: natural (NBO) charge in e.
Geometry (Å):
H 1.243 0.992 -1.481  0.19
C -0.436 -1.458 -0.944  -0.24
N -0.480 -0.105 -1.652  -0.64
H -1.416 -1.959 -1.069  0.22
H 0.307 -1.949 -1.545  0.20
S -2.230 0.116 0.919  0.05
H 0.731 -2.145 0.719  0.24
C 0.515 0.370 0.403  0.15
H -0.130 1.920 -1.137  0.20
H -0.189 0.021 2.327  0.22
N 1.506 1.146 1.215  -0.81
H 2.346 0.969 0.643  0.36
C 0.207 -1.150 0.411  -0.28
C -0.625 -0.209 1.241  -0.47
C 0.358 0.891 -1.000  -0.24
H 1.705 0.702 2.183  0.36
H -1.960 1.601 0.541  0.13
H -1.451 0.247 -1.775  0.37

* charge: 0
* gap between HOMO and LUMO: 8.88 eV
* relative energy (zero: lowest compared OMol25 entry of this formula, charge and spin): 78.0 kcal/mol
* E_HOMO: -8.24 eV
* LUMO: 0.64 eV
* calculated total energy: -704.0995 hartree

***

# C36H64O20S2

A 10-piece molecular cluster, C36H64O20S2 overall at a distorted geometry (wB97M-V/def2-TZVPD, the Open Molecules 2025 dataset).

Last column: Löwdin charge in e.
Geometry (Å):
H 5.969 -0.092 5.154  0.09
H -4.254 -0.801 -4.708  0.14
H -3.297 5.972 2.096  0.07
C 0.064 -1.357 -1.920  -0.54
H 0.020 6.334 4.071  0.09
H -3.845 -1.913 -2.057  0.12
O -3.047 -4.085 -2.464  -0.31
H 2.784 4.473 -2.007  0.10
S -2.449 -4.602 -3.670  0.66
H -2.751 3.641 0.454  0.06
C 4.382 4.343 0.495  -0.01
C 6.145 0.309 4.149  -0.02
H 0.785 -0.702 0.868  0.10
H -1.287 4.501 2.115  0.12
O -3.177 0.702 -3.773  0.08
H -0.776 -7.499 -3.947  0.11
H -4.340 3.740 -0.139  0.10
H 0.078 2.040 0.737  0.08
H 3.888 -0.615 -5.964  0.08
C 3.843 0.347 2.988  -0.01
C 1.203 -0.554 -0.123  -0.08
H -2.636 -1.283 -4.014  0.11
H 2.278 -0.381 -0.064  0.12
H 3.986 1.290 2.452  0.07
C -3.017 0.674 3.449  -0.03
H 3.786 -4.473 -0.151  0.12
C 2.320 4.277 -1.038  0.00
C -4.300 5.570 1.890  0.00
C -4.218 4.069 1.974  -0.50
H -1.068 0.665 0.689  0.09
H -4.918 5.960 2.694  0.09
H -3.143 -6.840 -2.141  0.12
O -0.202 -0.029 -1.913  0.10
H 7.166 0.071 3.866  0.09
H -2.556 1.556 3.006  0.07
H 2.373 3.211 -0.811  0.06
H -6.113 -1.698 -3.110  0.09
H 0.821 -3.934 0.459  0.09
O 0.970 -1.668 -0.981  0.06
O -1.552 -2.500 3.904  0.09
O -4.525 3.464 2.981  0.05
O -2.240 -3.768 -4.819  -0.32
C -0.905 -5.431 -3.285  -0.20
C -0.566 6.831 3.294  -0.02
O -0.982 5.125 0.170  0.01
H -2.371 -1.699 5.627  0.13
H 3.963 1.585 -2.693  0.09
C 2.961 -3.852 0.226  -0.21
O 2.817 6.121 0.397  0.07
H -6.027 -1.041 -1.490  0.08
O -0.994 -0.532 3.054  0.06
H 0.385 4.324 1.481  0.12
C 0.479 0.608 -0.835  -0.30
H 4.170 0.030 -1.795  0.08
H 2.937 -3.002 -0.452  0.10
H -3.081 -8.131 -3.361  0.12
C -2.760 -7.120 -3.127  -0.22
H 3.223 -0.292 2.363  0.06
H -0.774 -7.335 -2.240  0.11
C -0.505 4.952 1.502  -0.10
O 5.505 -1.286 2.525  0.07
H -1.204 1.905 -0.494  0.06
C 1.636 -4.624 0.232  -0.22
H -3.462 -1.770 4.262  0.13
H 0.806 -5.957 1.798  0.10
H 2.446 -0.307 -4.968  0.08
C -1.246 -6.934 -3.139  -0.21
H -0.440 7.906 3.405  0.09
H -3.865 2.291 0.699  0.08
C -1.953 -0.186 4.077  -0.29
C 3.467 0.014 -5.179  -0.02
O 2.301 -4.797 3.779  -0.33
O -0.083 -2.398 2.212  0.16
H -3.490 0.123 2.631  0.10
C 5.189 -0.319 3.172  -0.49
C -0.812 -1.865 2.981  -0.55
H 1.442 -4.995 -0.776  0.11
H 1.188 1.348 -1.215  0.12
H -4.400 -5.992 -4.177  0.11
O 5.305 -0.786 -3.902  0.08
C -3.541 -0.688 -3.901  -0.05
O -1.301 6.859 -1.228  0.18
C -2.425 -1.575 4.546  -0.08
H -3.053 -6.314 -5.143  0.11
H 5.990 1.384 4.251  0.08
H -0.442 -5.006 -2.401  0.09
H -6.007 0.085 -2.853  0.09
H -1.422 0.349 4.864  0.15
O -3.621 0.077 -1.697  0.07
C -3.777 3.374 0.726  -0.02
H -1.607 6.580 3.511  0.08
S 2.916 -5.097 2.512  0.67
C 3.109 5.006 0.025  -0.49
H 1.306 4.663 -1.114  0.08
H 2.664 0.396 -2.599  0.06
C 4.292 -0.137 -3.928  -0.50
C -0.986 6.454 -0.162  -0.57
C 3.748 0.515 -2.674  -0.01
O 4.057 -5.975 2.445  -0.32
H 3.434 1.026 -5.585  0.09
H 4.970 4.032 -0.369  0.09
H 4.934 5.002 1.158  0.08
H 4.143 3.432 1.056  0.07
C -5.676 -0.898 -2.514  -0.02
H -4.547 5.908 0.888  0.09
C 1.734 -5.713 1.285  -0.21
C -3.319 -6.095 -4.100  -0.24
O -0.427 -2.126 -2.680  0.17
C -0.092 6.371 1.946  -0.30
O -2.732 2.098 -2.060  0.13
H -0.275 -5.293 -4.158  0.10
C -4.151 -0.978 -2.515  -0.30
H 2.583 -2.811 2.078  0.09
O -0.637 7.199 0.896  0.09
C -0.464 1.353 0.089  0.00
C 3.283 -3.546 1.672  -0.23
H 3.392 0.569 3.954  0.09
H 2.157 -6.627 0.874  0.10
H 4.293 -3.273 1.960  0.09
H 0.992 6.455 1.863  0.13
C -3.141 1.064 -2.492  -0.58
H -3.801 0.977 4.139  0.09

* charge: 0
* gap between HOMO and LUMO: 9.75 eV
* relative energy (zero: lowest compared OMol25 entry of this formula, charge and spin): 0.0 kcal/mol
* E_HOMO: -9.78 eV
* LUMO: -0.04 eV
* calculated total energy: -3711.3601 hartree